Entry 1:
DFT (ωB97M-V/def2-TZVPD) results for a cluster of 11 separate species, C60H146F9N8O22 in total in a non-equilibrium geometry.

For the energy, the calculation gives -145946.7777 eV. The value obtained for the highest occupied orbital energy is -10.4744 eV. For the HOMO-LUMO gap, the calculation gives 2.98 eV. Its energy above the lowest of the compared OMol25 structures with the same formula, charge and spin is 157.79 kcal per mole.

Geometry as ORCA input:
```
! wB97M-V def2-TZVPD RIJCOSX def2/J DEFGRID3
* xyz 5 1
C -3.96 11.08 9.85
O -3.03 11.13 8.78
O -4.43 12.39 10.17
C -5.13 10.07 9.34
F -5.44 10.32 8.08
F -4.87 8.76 9.48
F -6.27 10.29 10.02
C -2.09 10.07 8.62
C -1.15 10.38 7.42
H -0.65 11.33 7.61
H -0.41 9.59 7.47
H -1.74 10.51 6.50
H -2.42 9.04 8.54
H -1.38 10.07 9.45
H -3.45 10.78 10.76
C -5.05 6.57 4.90
O -5.93 7.49 4.21
O -5.72 5.38 5.08
C -3.59 6.51 4.30
F -2.86 5.48 4.61
F -3.68 6.42 2.95
F -2.86 7.60 4.63
C -5.40 8.81 3.92
C -6.58 9.70 3.35
H -7.06 9.41 2.42
H -7.30 9.93 4.14
H -6.17 10.69 3.18
H -4.68 8.70 3.12
H -4.81 9.33 4.67
H -4.88 6.86 5.94
C 5.83 8.25 11.00
O 5.85 7.01 10.31
O 6.41 9.28 10.15
C 4.40 8.49 11.50
F 4.36 9.26 12.58
F 3.61 9.06 10.63
F 3.79 7.39 11.86
C 5.85 5.83 11.03
C 5.90 4.76 10.03
H 6.71 4.99 9.34
H 6.08 3.83 10.56
H 5.00 4.76 9.41
H 4.96 5.56 11.61
H 6.62 5.73 11.79
H 6.50 7.97 11.81
C 2.39 7.47 1.57
O 3.66 7.89 1.08
C 3.34 8.85 0.09
C 4.60 9.59 -0.41
N 5.55 8.54 -0.99
H 5.64 7.76 -0.36
H 5.16 7.97 -1.72
C 6.85 9.21 -1.36
C 7.88 8.08 -1.66
O 8.02 7.27 -0.45
C 8.84 6.12 -0.57
H 2.50 6.56 2.16
H 1.66 7.23 0.80
H 1.91 8.19 2.24
H 2.67 9.67 0.34
H 2.82 8.44 -0.78
H 5.11 10.12 0.40
H 4.30 10.27 -1.20
H 7.10 10.02 -0.68
H 6.54 9.70 -2.28
H 8.76 8.66 -1.94
H 7.49 7.61 -2.56
H 9.90 6.37 -0.64
H 8.56 5.50 -1.42
H 8.78 5.44 0.28
C -8.18 12.44 18.70
O -6.78 12.05 18.64
C -5.99 12.41 19.74
C -4.61 11.68 19.59
N -4.95 10.17 19.24
H -5.07 9.63 20.09
H -5.86 10.13 18.80
C -4.16 9.38 18.25
C -4.55 9.60 16.80
O -5.97 9.27 16.84
C -6.88 9.96 16.00
H -8.66 12.16 17.77
H -8.27 13.47 19.02
H -8.80 11.88 19.40
H -6.55 12.28 20.67
H -5.85 13.48 19.67
H -3.98 11.63 20.48
H -4.11 12.18 18.75
H -4.34 8.34 18.51
H -3.11 9.52 18.51
H -4.07 8.85 16.17
H -4.37 10.66 16.62
H -7.91 9.95 16.36
H -6.95 9.55 14.99
H -6.75 11.03 15.84
C -11.16 5.27 9.20
O -11.08 5.55 7.82
C -10.41 6.76 7.46
C -10.63 6.83 5.92
N -10.20 5.54 5.19
H -9.20 5.39 5.28
H -10.59 4.66 5.49
C -10.37 5.66 3.67
C -11.83 5.63 3.24
O -12.54 6.72 3.84
C -13.97 6.70 3.69
H -11.80 5.92 9.79
H -10.17 5.25 9.66
H -11.58 4.27 9.28
H -9.37 6.87 7.78
H -10.78 7.71 7.82
H -10.12 7.71 5.52
H -11.71 6.88 5.79
H -9.89 4.80 3.21
H -9.95 6.58 3.25
H -12.27 4.67 3.50
H -11.77 5.68 2.15
H -14.39 7.20 4.56
H -14.29 5.66 3.68
H -14.29 7.23 2.79
C -3.66 17.70 5.18
O -3.29 16.67 6.07
C -3.32 15.32 5.64
C -4.68 14.55 5.54
N -5.64 15.16 6.57
H -5.25 15.05 7.50
H -5.57 16.15 6.35
C -7.12 14.71 6.57
C -7.89 15.37 5.45
O -7.59 16.73 5.64
C -8.23 17.59 4.71
H -3.43 18.69 5.57
H -4.72 17.73 4.90
H -3.14 17.52 4.24
H -2.76 14.85 6.45
H -2.78 15.22 4.70
H -4.53 13.54 5.94
H -5.23 14.60 4.59
H -7.58 14.94 7.53
H -7.06 13.63 6.61
H -8.95 15.18 5.57
H -7.66 15.03 4.44
H -8.12 17.37 3.65
H -7.94 18.63 4.88
H -9.30 17.64 4.92
C 0.40 14.11 12.47
O -0.37 15.31 12.65
C -1.07 15.72 11.48
C -2.16 16.80 11.68
N -3.30 16.35 12.63
H -3.96 17.08 12.86
H -3.80 15.60 12.17
C -2.76 15.82 13.98
C -3.98 15.63 14.96
O -4.77 16.74 14.85
C -5.54 16.90 15.99
H -0.08 13.31 11.90
H 0.81 13.69 13.39
H 1.29 14.36 11.89
H -1.54 14.82 11.08
H -0.29 16.11 10.82
H -2.51 17.20 10.73
H -1.73 17.71 12.10
H -1.93 16.41 14.39
H -2.35 14.82 13.86
H -3.64 15.51 15.99
H -4.59 14.74 14.77
H -5.06 16.91 16.97
H -6.30 16.12 16.06
H -6.00 17.88 15.98
C -0.46 4.55 9.18
O -1.84 4.32 9.59
C -1.95 3.49 10.75
C -3.37 3.22 11.11
N -4.28 3.09 9.85
H -4.21 3.83 9.17
H -4.06 2.25 9.33
C -5.78 3.14 10.24
C -6.15 2.13 11.34
O -6.01 2.78 12.55
C -6.34 1.98 13.67
H 0.05 4.82 10.11
H -0.26 5.30 8.42
H -0.10 3.58 8.83
H -1.60 4.03 11.63
H -1.37 2.58 10.58
H -3.82 4.05 11.65
H -3.44 2.26 11.62
H -6.42 3.03 9.36
H -5.98 4.19 10.44
H -5.58 1.20 11.32
H -7.14 1.74 11.11
H -7.39 1.67 13.68
H -6.08 2.47 14.61
H -5.79 1.05 13.66
C 6.94 13.99 11.68
O 8.40 13.81 11.38
C 9.12 14.71 10.63
C 8.53 15.04 9.22
N 8.17 13.74 8.55
H 9.03 13.20 8.48
H 7.62 13.12 9.12
C 7.62 13.86 7.06
C 6.36 14.85 7.08
O 5.42 14.54 8.02
C 4.28 13.82 7.60
H 6.77 14.92 12.23
H 6.45 13.18 12.21
H 6.45 14.10 10.72
H 10.07 14.20 10.45
H 9.16 15.63 11.22
H 9.13 15.60 8.50
H 7.57 15.55 9.28
H 7.30 12.87 6.76
H 8.50 14.12 6.46
H 5.92 14.92 6.08
H 6.64 15.90 7.16
H 3.54 14.02 8.39
H 4.50 12.76 7.53
H 3.90 14.20 6.65
C -10.35 15.02 11.99
O -11.49 15.68 11.37
C -11.46 17.14 11.41
C -12.23 17.63 10.17
N -13.57 16.81 10.01
H -13.75 16.70 9.03
H -13.32 15.86 10.21
C -14.77 17.25 10.84
C -15.91 16.25 10.83
O -15.44 14.92 10.72
C -16.36 13.84 10.88
H -9.40 15.32 11.56
H -10.38 13.93 11.95
H -10.49 15.25 13.05
H -10.44 17.52 11.39
H -11.87 17.60 12.31
H -11.64 17.49 9.27
H -12.60 18.66 10.21
H -15.07 18.20 10.40
H -14.39 17.40 11.85
H -16.60 16.35 9.99
H -16.51 16.38 11.74
H -15.79 12.93 10.69
H -17.12 13.81 10.10
H -16.83 13.77 11.86
*
```

---

Entry 2:
DFT (ωB97M-V/def2-TZVPD) results for the molecule C25H34N2O6.

For the energy, the calculation gives -41738.7180 eV. The value obtained for the highest occupied orbital energy is -7.0744 eV. For the HOMO-LUMO gap, the calculation gives 7.65 eV. The structure (SMILES) is CN[C@H]1CCc2cc(OC)c(OC)c(OC)c2-c2ccc(N(C)CC(OC)OC)c(=O)cc21. Its energy above the lowest of the compared OMol25 structures with the same formula, charge and spin is 97.77 kcal per mole.

Geometry as ORCA input:
```
! wB97M-V def2-TZVPD RIJCOSX def2/J DEFGRID3
* xyz 0 1
C -0.69 -1.99 2.82
N -0.17 -2.83 1.76
H 0.30 -3.64 2.16
C 0.75 -2.13 0.87
C 0.00 -1.18 -0.04
C -1.27 -1.52 -0.39
C -2.25 -0.88 -1.22
O -3.07 -1.54 -1.86
C -2.30 0.61 -1.20
C -1.15 1.35 -1.37
C 0.19 1.00 -1.21
C 0.74 -0.08 -0.56
C 2.21 -0.10 -0.38
C 2.95 -1.24 -0.69
C 4.32 -1.25 -0.53
C 5.00 -0.13 -0.08
C 4.27 1.02 0.25
C 2.88 1.03 0.10
O 2.16 2.16 0.43
C 2.14 2.47 1.81
H 1.61 1.69 2.37
H 1.60 3.41 1.91
H 3.15 2.58 2.22
O 4.95 2.12 0.75
C 5.03 3.21 -0.14
H 5.55 4.00 0.40
H 5.59 2.94 -1.04
H 4.03 3.56 -0.44
O 6.35 -0.04 0.08
C 7.14 -1.17 -0.20
H 7.05 -1.48 -1.25
H 6.87 -2.02 0.45
H 8.16 -0.88 0.01
H 4.87 -2.15 -0.79
C 2.23 -2.47 -1.16
H 2.93 -3.18 -1.61
H 1.49 -2.20 -1.91
C 1.51 -3.15 0.01
H 0.80 -3.88 -0.37
H 2.23 -3.68 0.64
H 0.90 1.74 -1.57
H -1.29 2.37 -1.72
N -3.51 1.22 -1.17
C -4.76 0.51 -1.08
H -5.54 1.10 -1.55
H -4.66 -0.45 -1.59
C -5.15 0.23 0.39
O -6.01 -0.85 0.55
C -7.23 -0.78 -0.17
H -7.88 -1.53 0.26
H -7.08 -0.99 -1.23
H -7.69 0.21 -0.05
O -5.69 1.42 0.91
C -5.87 1.40 2.31
H -6.51 0.57 2.62
H -6.35 2.35 2.57
H -4.90 1.32 2.82
H -4.25 -0.06 0.96
C -3.59 2.66 -0.98
H -3.47 3.19 -1.93
H -2.82 2.99 -0.28
H -4.57 2.89 -0.56
H -1.62 -2.47 -0.01
H 1.48 -1.54 1.45
H -1.25 -1.17 2.37
H -1.36 -2.58 3.44
H 0.10 -1.56 3.45
*
```

---

Entry 3:
DFT (ωB97M-V/def2-TZVPD) results for a structure of composition C58H48IrN4O8.

For the energy, the calculation gives -86104.7896 eV. The value obtained for the highest occupied orbital energy (spin up / spin down) is -6.9168 / -6.9370 eV. For the HOMO-LUMO gap (spin up / spin down), the calculation gives 5.91 / 5.38 eV. The expectation value of S² is 0.756. Its energy above the lowest of the compared OMol25 structures with the same formula, charge and spin is 0.00 kcal per mole.

Geometry as ORCA input:
```
! wB97M-V def2-TZVPD RIJCOSX def2/J DEFGRID3
* xyz 0 2
Ir -0.40 1.03 -0.49
C -2.83 -6.80 -6.03
O -3.18 -5.44 -6.24
C -2.72 -4.53 -5.34
C -1.93 -4.85 -4.24
C -1.51 -3.83 -3.38
C -1.88 -2.51 -3.60
C -2.67 -2.21 -4.71
C -3.09 -3.21 -5.57
C -1.43 -1.44 -2.67
C -0.20 -0.85 -2.89
C 0.66 -1.16 -4.01
C 1.71 -0.33 -3.95
C 1.54 0.50 -2.77
N 0.38 0.15 -2.16
C 2.43 1.49 -2.36
C 2.26 2.28 -1.23
C 3.24 3.23 -0.75
C 2.76 3.76 0.39
C 1.47 3.16 0.63
C 0.68 3.41 1.74
C 1.15 4.43 2.72
C 1.17 5.77 2.36
C 1.63 6.75 3.24
C 2.07 6.38 4.51
O 2.53 7.25 5.44
C 2.52 8.62 5.12
C 2.05 5.03 4.88
C 1.60 4.07 3.99
C -0.52 2.76 2.02
N -1.15 1.86 1.22
C -2.29 1.45 1.86
C -3.22 0.54 1.40
C -4.44 0.31 2.23
C -5.38 1.31 2.41
C -6.51 1.12 3.19
C -6.71 -0.10 3.81
O -7.78 -0.40 4.60
C -8.77 0.59 4.75
C -5.78 -1.12 3.65
C -4.66 -0.92 2.87
C -3.10 -0.21 0.22
C -4.08 -1.12 -0.28
C -3.58 -1.67 -1.41
C -2.28 -1.10 -1.62
N -2.02 -0.20 -0.62
C -2.37 2.15 3.12
C -1.29 2.96 3.21
N 1.21 2.26 -0.37
C 3.64 1.75 -3.20
C 3.77 2.95 -3.89
C 4.88 3.22 -4.67
C 5.90 2.27 -4.78
O 6.95 2.61 -5.56
C 8.00 1.67 -5.70
C 5.78 1.06 -4.10
C 4.65 0.81 -3.33
H -3.30 -7.36 -6.83
H -3.21 -7.16 -5.07
H -1.75 -6.94 -6.06
H -1.62 -5.86 -4.04
H -0.89 -4.08 -2.53
H -2.96 -1.19 -4.89
H -3.71 -2.99 -6.43
H 0.44 -1.91 -4.75
H 2.54 -0.25 -4.63
H 4.19 3.41 -1.22
H 3.23 4.48 1.04
H 0.83 6.06 1.38
H 1.63 7.78 2.93
H 2.89 9.14 6.00
H 1.51 8.97 4.89
H 3.18 8.84 4.27
H 2.40 4.76 5.86
H 1.61 3.03 4.28
H -5.22 2.27 1.92
H -7.22 1.93 3.29
H -9.55 0.16 5.38
H -9.20 0.88 3.79
H -8.37 1.48 5.24
H -5.95 -2.07 4.15
H -3.93 -1.71 2.75
H -5.05 -1.30 0.17
H -4.04 -2.40 -2.06
H -3.16 2.02 3.85
H -1.05 3.63 4.02
H 2.99 3.70 -3.82
H 4.99 4.15 -5.20
H 8.73 2.12 -6.36
H 7.64 0.74 -6.15
H 8.47 1.45 -4.74
H 6.56 0.31 -4.17
H 4.57 -0.13 -2.80
C -1.91 -4.52 0.41
O -0.59 -4.76 -0.07
C 0.29 -3.72 -0.04
C 1.59 -4.03 -0.44
C 2.55 -3.04 -0.38
C 2.27 -1.73 0.04
C 3.40 -0.78 0.22
C 4.74 -1.17 -0.37
O 3.32 0.27 0.84
C 0.92 -1.42 0.35
O 0.57 -0.19 0.71
C -0.05 -2.44 0.35
H -2.43 -5.47 0.34
H -2.42 -3.77 -0.19
H -1.89 -4.19 1.46
H 1.83 -5.03 -0.74
H 3.56 -3.31 -0.65
H 5.19 -1.98 0.21
H 5.40 -0.30 -0.32
H 4.66 -1.51 -1.40
H -1.05 -2.17 0.65
C -1.39 3.62 -1.34
O -1.32 2.26 -1.67
H -2.06 4.11 -2.05
H -0.40 4.09 -1.42
H -1.75 3.79 -0.32
*
```